Entry 1:
{
  "formula": "C10H13NO5V",
  "method": "the ωB97M-V functional and the def2-TZVPD basis",
  "species": ["V", "O", "C", "C", "O", "C", "O", "C", "O", "H", "H", "O", "C", "C", "C", "C", "C", "C", "N", "H", "H", "H", "H", "H", "H", "H", "H", "H", "H", "H"],
  "positions_angstrom": [[0.04, 0.31, -2.82], [0.14, 3.43, -2.45], [0.08, 2.26, -2.53], [0.12, -1.55, -2.38], [0.18, -2.67, -2.54], [1.98, 0.36, -2.83], [3.14, 0.42, -2.98], [-1.79, 0.39, -2.13], [-2.96, 0.41, -2.19], [-0.49, 0.47, -6.40], [-0.49, -0.29, -6.24], [0.50, 0.62, -0.93], [0.42, 0.06, 0.21], [1.29, 0.53, 1.34], [0.53, 1.20, 2.43], [-0.11, 0.16, 3.37], [-1.15, -0.74, 2.73], [-0.61, -1.67, 1.63], [-0.49, -0.93, 0.37], [1.87, -0.34, 1.69], [1.99, 1.23, 0.89], [1.21, 1.81, 3.01], [-0.24, 1.87, 2.04], [0.70, -0.46, 3.78], [-0.59, 0.68, 4.21], [-1.61, -1.38, 3.50], [-1.96, -0.13, 2.29], [0.39, -2.08, 1.91], [-1.29, -2.54, 1.49], [-0.78, -1.46, -0.45]],
  "molar_mass_g_mol": 278.2,
  "multiplicity": 3,
  "de_lowest_kcal_mol": 0.00,
  "e_lumo_ev": [-16.66, -16.52],
  "total_charge": 3
}

Entry 2:
{
  "formula": "C10H13NOS2",
  "method": "the ωB97M-V functional and the def2-TZVPD basis",
  "species": ["C", "C", "C", "C", "C", "C", "C", "C", "C", "C", "N", "O", "S", "S", "H", "H", "H", "H", "H", "H", "H", "H", "H", "H", "H", "H", "H"],
  "positions_angstrom": [[-2.36, -3.38, 0.45], [-1.55, 2.47, 0.74], [-0.45, 1.64, 0.97], [-1.59, 3.07, -0.46], [0.45, 1.62, -0.09], [2.64, 1.18, 1.06], [-1.09, -2.65, 0.30], [-1.14, -1.60, -0.79], [0.17, -1.07, -1.33], [1.85, 0.84, -0.13], [-3.36, -3.95, 0.38], [2.62, -1.75, -0.31], [0.02, 2.71, -1.30], [1.38, -1.06, 0.11], [-2.34, 2.52, 1.46], [-0.06, 1.26, 1.87], [-2.41, 3.57, -1.02], [3.45, 0.37, 1.23], [2.03, 1.29, 1.94], [3.00, 2.20, 0.92], [-0.36, -3.35, -0.13], [-0.67, -2.27, 1.27], [-1.74, -0.79, -0.53], [-1.69, -1.95, -1.70], [0.83, -1.72, -2.11], [0.03, -0.04, -1.80], [2.34, 0.86, -1.00]],
  "molar_mass_g_mol": 227.4,
  "multiplicity": 1,
  "de_lowest_kcal_mol": 61.53,
  "e_lumo_ev": 0.52
}

Entry 3:
{
  "formula": "C10H13NOSe",
  "method": "the ωB97M-V functional and the def2-TZVPD basis",
  "species": ["C", "C", "C", "C", "C", "C", "C", "C", "C", "C", "N", "O", "Se", "H", "H", "H", "H", "H", "H", "H", "H", "H", "H", "H", "H", "H"],
  "positions_angstrom": [[-0.07, -2.79, -0.21], [-1.39, -2.73, 0.31], [0.55, -1.60, -0.49], [-2.11, -1.55, 0.36], [-0.06, -0.35, -0.23], [-1.43, -0.32, 0.13], [0.29, 1.67, -1.10], [-0.29, 1.27, -2.35], [1.57, 0.18, 2.11], [1.12, 1.25, 1.08], [0.75, 0.80, -0.19], [0.52, 2.96, -0.98], [-2.44, 1.24, 0.26], [0.38, -3.85, -0.47], [-1.90, -3.73, 0.66], [1.51, -1.47, -1.05], [-3.20, -1.44, 0.59], [0.34, 0.60, -2.92], [-0.44, 2.22, -2.85], [-1.26, 0.78, -2.29], [0.69, -0.13, 2.68], [2.02, -0.64, 1.58], [2.07, 0.65, 2.92], [0.38, 1.79, 1.52], [1.89, 2.01, 0.88], [0.53, 3.18, 0.06]],
  "molar_mass_g_mol": 242.2,
  "multiplicity": 1,
  "de_lowest_kcal_mol": 12.30,
  "e_lumo_ev": 0.10
}

Entry 4:
{
  "formula": "C10H13O2",
  "method": "the ωB97M-V functional and the def2-TZVPD basis",
  "species": ["C", "C", "C", "O", "O", "H", "H", "H", "H", "H", "C", "C", "C", "C", "C", "C", "C", "H", "H", "H", "H", "H", "H", "H", "H"],
  "positions_angstrom": [[-0.36, -0.49, -2.77], [-1.42, -1.58, -2.40], [1.06, -0.68, -2.09], [1.94, 0.11, -2.26], [1.05, -1.81, -1.48], [-0.06, -0.39, -3.81], [-0.68, 0.47, -2.37], [-1.26, -1.88, -1.38], [-1.38, -2.36, -3.17], [-2.40, -1.15, -2.64], [1.98, -0.73, 1.53], [-1.34, 2.04, 1.77], [-0.31, 2.18, 0.84], [-1.33, 0.91, 2.60], [0.67, 1.21, 0.63], [-0.24, 0.04, 2.51], [0.75, 0.14, 1.54], [-2.28, 2.56, 1.71], [-0.32, 3.11, 0.28], [-2.02, 0.75, 3.41], [1.47, 1.31, -0.09], [-0.32, -0.83, 3.15], [1.76, -1.76, 1.80], [2.73, -0.29, 2.18], [2.32, -0.87, 0.51]],
  "molar_mass_g_mol": 165.2,
  "multiplicity": 2,
  "de_lowest_kcal_mol": 14.37,
  "e_lumo_ev": [0.86, -3.13]
}

Entry 5:
{
  "formula": "C10H13O3",
  "method": "the ωB97M-V functional and the def2-TZVPD basis",
  "species": ["C", "C", "C", "C", "C", "C", "C", "O", "H", "H", "H", "H", "H", "H", "H", "H", "C", "C", "C", "O", "O", "H", "H", "H", "H", "H"],
  "positions_angstrom": [[2.37, 4.11, 0.68], [0.52, 0.45, -0.74], [-0.20, 1.41, 0.00], [1.89, 0.68, -0.95], [0.37, 2.60, 0.44], [2.46, 1.86, -0.48], [1.73, 2.82, 0.20], [-0.08, -0.60, -1.27], [-1.20, -0.75, -0.82], [-1.25, 1.25, 0.19], [2.47, -0.07, -1.47], [-0.27, 3.33, 0.91], [3.54, 1.96, -0.46], [3.43, 4.17, 0.43], [2.29, 4.24, 1.76], [1.91, 4.98, 0.20], [-1.51, -3.04, -0.16], [-1.92, -4.38, 0.49], [-2.61, -1.99, -0.03], [-3.72, -2.27, 0.40], [-2.26, -0.79, -0.39], [-0.63, -2.65, 0.31], [-1.29, -3.24, -1.21], [-2.80, -4.77, -0.01], [-2.15, -4.21, 1.54], [-1.09, -5.09, 0.45]],
  "molar_mass_g_mol": 181.2,
  "multiplicity": 1,
  "de_lowest_kcal_mol": 0.00,
  "e_lumo_ev": 3.40,
  "total_charge": -1
}

Entry 6:
{
  "formula": "C10H13O4S",
  "method": "the ωB97M-V functional and the def2-TZVPD basis",
  "species": ["C", "C", "C", "O", "C", "C", "C", "C", "C", "C", "C", "S", "O", "O", "O", "H", "H", "H", "H", "H", "H", "H", "H", "H", "H", "H", "H", "H"],
  "positions_angstrom": [[0.00, -2.38, 0.36], [-0.94, -1.24, 0.33], [-2.39, -1.71, -0.19], [-1.01, -0.85, 1.68], [-0.58, -0.08, -0.59], [0.72, 0.58, -0.31], [1.30, 1.33, -1.34], [2.50, 1.93, -1.15], [2.98, 1.98, 0.15], [2.50, 1.21, 1.16], [1.33, 0.52, 0.93], [-1.94, 1.15, -0.29], [-1.24, 2.41, -0.02], [-2.67, 1.07, -1.59], [-2.75, 0.72, 0.90], [1.09, -2.24, 0.49], [-0.18, -3.02, 1.11], [0.02, -3.02, -0.48], [-2.22, -2.75, -0.54], [-3.12, -1.57, 0.51], [-2.52, -1.15, -1.09], [-1.68, -0.21, 1.62], [-0.70, -0.28, -1.60], [0.75, 1.25, -2.35], [3.11, 2.49, -1.89], [3.85, 2.64, 0.45], [3.05, 1.27, 2.09], [0.74, -0.06, 1.65]],
  "molar_mass_g_mol": 229.3,
  "multiplicity": 1,
  "de_lowest_kcal_mol": 0.00,
  "e_lumo_ev": 3.39,
  "total_charge": -1
}

Entry 7:
{
  "formula": "C10H14AsF6N3O10RuS3",
  "method": "the ωB97M-V functional and the def2-TZVPD basis",
  "species": ["Ru", "F", "C", "F", "F", "S", "O", "O", "N", "S", "O", "O", "C", "F", "F", "F", "O", "As", "O", "O", "C", "C", "C", "C", "C", "C", "S", "O", "O", "O", "H", "H", "H", "H", "H", "N", "C", "C", "N", "H", "H", "H", "H", "H", "H", "H", "H", "H"],
  "positions_angstrom": [[0.02, -0.32, -0.21], [5.90, -1.44, 1.59], [4.94, -0.65, 1.14], [5.07, 0.57, 1.69], [5.04, -0.53, -0.18], [3.28, -1.29, 1.59], [2.40, -0.29, 0.97], [3.24, -1.42, 3.00], [3.28, -2.66, 0.81], [2.10, -3.10, -0.12], [1.89, -4.50, -0.15], [0.91, -2.26, 0.12], [2.66, -2.69, -1.83], [1.77, -3.13, -2.70], [2.77, -1.35, -1.98], [3.84, -3.23, -2.06], [-2.78, 3.06, -0.01], [-2.19, 1.44, 0.18], [-1.19, 1.06, -1.13], [-1.13, 1.41, 1.47], [-3.70, 0.27, 0.15], [-4.95, 0.86, 0.25], [-6.10, 0.09, 0.12], [-6.00, -1.27, -0.11], [-4.75, -1.87, -0.20], [-3.61, -1.11, -0.07], [-2.06, -1.98, -0.06], [-2.33, -3.36, 0.02], [-1.22, -1.52, -1.24], [-1.28, -1.34, 1.05], [-3.13, 3.22, -0.90], [-5.04, 1.93, 0.43], [-7.07, 0.55, 0.21], [-6.89, -1.87, -0.22], [-4.66, -2.94, -0.35], [1.15, 2.96, 1.37], [1.60, 3.25, -0.04], [2.28, 2.07, -0.69], [1.37, 1.05, -1.27], [0.92, 3.82, 1.86], [1.89, 2.49, 1.90], [0.26, 2.36, 1.40], [2.31, 4.07, 0.01], [0.72, 3.60, -0.58], [2.94, 1.58, 0.02], [2.91, 2.45, -1.49], [1.94, 0.46, -1.88], [0.69, 1.52, -1.87]],
  "molar_mass_g_mol": 722.4,
  "multiplicity": 2,
  "de_lowest_kcal_mol": 30.23,
  "e_lumo_ev": [-4.80, -4.71],
  "total_charge": 1
}

Entry 8:
{
  "formula": "C10H14B2CdF4N6",
  "method": "the ωB97M-V functional and the def2-TZVPD basis",
  "species": ["H", "N", "B", "N", "C", "Cd", "H", "C", "H", "C", "H", "C", "H", "H", "H", "N", "N", "N", "N", "C", "C", "H", "H", "C", "C", "C", "C", "H", "H", "H", "H", "H", "F", "B", "F", "F", "F"],
  "positions_angstrom": [[0.80, 3.36, 1.48], [0.78, 1.74, 0.08], [0.21, 0.36, -2.05], [0.57, 1.67, -1.27], [0.72, 2.89, -1.79], [2.31, 0.78, 1.25], [0.67, 3.02, -2.87], [0.93, 3.81, -0.76], [1.12, 4.87, -0.85], [0.85, 3.07, 0.43], [0.36, 0.51, -3.23], [-1.49, -2.14, 2.22], [-1.05, -2.08, 3.23], [-0.64, -2.11, 1.52], [-2.01, -3.08, 2.04], [-1.31, -0.03, -1.87], [1.22, -0.69, -1.50], [-1.83, -0.19, -0.60], [1.67, -0.82, -0.20], [-2.30, -0.22, -2.80], [1.84, -1.62, -2.25], [-2.09, -0.13, -3.86], [1.68, -1.60, -3.32], [-3.49, -0.52, -2.13], [2.57, -2.46, -1.42], [-3.13, -0.51, -0.75], [2.36, -2.00, -0.11], [-4.47, -0.73, -2.56], [3.19, -3.30, -1.72], [-3.80, -0.72, 0.09], [2.61, -2.43, 0.86], [-2.17, -1.29, 2.04], [1.30, 1.01, 3.32], [0.63, 0.48, 4.60], [1.06, 1.33, 5.63], [-0.76, 0.59, 4.41], [1.12, -0.83, 4.73]],
  "molar_mass_g_mol": 428.3,
  "multiplicity": 1,
  "de_lowest_kcal_mol": 0.00,
  "e_lumo_ev": -3.17
}

Entry 9:
{
  "formula": "C10H14B2F4N6Pb",
  "method": "the ωB97M-V functional and the def2-TZVPD basis",
  "species": ["C", "N", "N", "C", "C", "B", "N", "N", "C", "C", "C", "Pb", "N", "N", "C", "C", "C", "H", "H", "H", "H", "H", "H", "H", "H", "H", "H", "H", "C", "H", "H", "H", "F", "B", "F", "F", "F"],
  "positions_angstrom": [[-1.58, 2.06, 2.06], [-1.15, 1.30, 1.01], [-1.22, 2.05, -0.15], [-1.69, 3.29, 0.17], [-1.93, 3.33, 1.56], [-0.86, 1.44, -1.60], [0.70, 1.07, -1.86], [1.33, 0.01, -1.23], [2.62, -0.10, -1.66], [2.80, 0.90, -2.64], [1.58, 1.61, -2.73], [0.23, -0.55, 0.68], [-1.68, 0.09, -1.73], [-1.44, -0.94, -0.86], [-2.25, -1.98, -1.16], [-3.03, -1.60, -2.27], [-2.65, -0.28, -2.60], [-2.22, -2.91, -0.58], [-2.97, 0.40, -3.37], [-3.76, -2.20, -2.74], [-1.19, 2.26, -2.45], [1.23, 2.44, -3.33], [-1.80, 4.00, -0.64], [3.68, 1.09, -3.20], [-2.30, 4.17, 2.10], [3.31, -0.86, -1.28], [-1.63, 1.70, 3.10], [2.00, -2.27, 1.11], [2.91, -2.34, 1.72], [3.74, -2.52, 1.04], [3.03, -1.44, 2.33], [2.72, -3.18, 2.40], [0.55, -1.34, 2.60], [0.67, -2.09, 3.91], [1.96, -1.61, 4.25], [-0.48, -1.61, 4.60], [0.77, -3.42, 3.42]],
  "molar_mass_g_mol": 523.1,
  "multiplicity": 1,
  "e_lumo_ev": [-19.43, -19.32],
  "total_charge": 4
}

Entry 10:
{
  "formula": "C10H14BBrN6Tc",
  "method": "the ωB97M-V functional and the def2-TZVPD basis",
  "species": ["C", "N", "N", "C", "C", "B", "N", "N", "C", "C", "C", "Tc", "N", "N", "C", "C", "C", "H", "H", "H", "H", "H", "H", "H", "H", "H", "H", "H", "C", "H", "H", "H", "Br"],
  "positions_angstrom": [[-1.69, 2.27, -1.35], [-0.81, 1.40, -0.80], [-1.35, 0.12, -0.85], [-2.49, 0.18, -1.58], [-2.74, 1.52, -1.86], [-0.70, -1.22, -0.31], [0.84, -0.84, -0.59], [1.54, 0.39, -0.44], [2.82, 0.19, -0.90], [2.88, -1.09, -1.46], [1.64, -1.68, -1.29], [1.12, 2.40, -0.53], [-1.19, -1.89, 1.10], [-0.89, -1.25, 2.24], [-1.44, -1.87, 3.29], [-2.09, -3.02, 2.83], [-1.93, -3.02, 1.44], [-1.39, -1.53, 4.32], [-2.32, -3.78, 0.78], [-2.63, -3.74, 3.41], [-1.02, -2.11, -1.09], [1.23, -2.63, -1.61], [-3.01, -0.74, -1.85], [3.72, -1.49, -1.98], [-3.59, 1.93, -2.36], [3.62, 0.92, -0.75], [-1.53, 3.36, -1.27], [2.41, 1.94, 1.38], [2.68, 2.76, 0.66], [3.73, 2.52, 0.39], [1.91, 3.08, -1.60], [2.71, 3.66, 1.30], [-0.05, 3.26, 1.37]],
  "molar_mass_g_mol": 407.0,
  "multiplicity": 4,
  "e_lumo_ev": [-18.92, -18.86],
  "total_charge": 4
}

Entry 11:
{
  "formula": "C10H14BN7O3Tc",
  "method": "the ωB97M-V functional and the def2-TZVPD basis",
  "species": ["H", "N", "B", "N", "C", "Tc", "H", "C", "H", "C", "H", "C", "H", "H", "H", "N", "N", "N", "N", "C", "C", "H", "H", "C", "C", "C", "C", "H", "H", "H", "H", "H", "O", "N", "O", "O"],
  "positions_angstrom": [[-1.29, 2.57, 2.71], [-1.38, 1.22, 1.10], [-2.04, -0.17, -0.93], [-2.40, 0.71, 0.31], [-3.57, 1.11, 0.82], [0.58, 1.19, 0.70], [-4.49, 0.81, 0.36], [-3.32, 1.91, 1.93], [-4.03, 2.39, 2.57], [-1.94, 2.01, 2.06], [-3.02, -0.52, -1.53], [4.58, -1.81, 0.54], [5.52, -1.37, 0.18], [3.79, -1.06, 0.57], [4.29, -2.63, -0.13], [-1.24, -1.36, -0.36], [-0.99, 0.56, -1.84], [-0.10, -1.10, 0.36], [0.18, 1.03, -1.28], [-1.42, -2.68, -0.48], [-0.94, 0.81, -3.16], [-2.30, -3.05, -1.00], [-1.77, 0.51, -3.78], [-0.41, -3.31, 0.24], [0.24, 1.51, -3.44], [0.43, -2.28, 0.73], [0.90, 1.68, -2.24], [-0.26, -4.37, 0.33], [0.57, 1.86, -4.39], [1.32, -2.32, 1.33], [1.79, 2.23, -1.96], [4.77, -2.21, 1.53], [1.61, 0.84, 3.31], [2.11, 1.06, 2.17], [3.32, 1.32, 2.01], [0.92, 2.88, 0.68]],
  "molar_mass_g_mol": 389.1,
  "multiplicity": 4,
  "de_lowest_kcal_mol": 0.00,
  "e_lumo_ev": [-9.71, -11.97],
  "total_charge": 2
}

Entry 12:
{
  "formula": "C10H14BrOP",
  "method": "the ωB97M-V functional and the def2-TZVPD basis",
  "species": ["C", "C", "C", "C", "C", "C", "C", "C", "C", "C", "O", "P", "Br", "H", "H", "H", "H", "H", "H", "H", "H", "H", "H", "H", "H", "H", "H"],
  "positions_angstrom": [[-3.32, 0.52, 1.76], [-2.57, 1.58, 1.27], [-3.04, -0.76, 1.35], [-1.62, 1.33, 0.33], [-2.12, -1.05, 0.32], [-1.40, 0.01, -0.17], [1.38, -1.30, 0.59], [2.54, -0.79, -1.53], [1.65, 1.12, 0.13], [1.54, -0.28, -0.47], [-0.35, -1.65, -1.96], [-0.11, -0.30, -1.44], [3.38, 2.69, -3.13], [-4.00, 0.54, 2.52], [-2.79, 2.54, 1.48], [-3.61, -1.64, 1.70], [-1.13, 2.24, -0.12], [-1.89, -1.98, 0.06], [0.57, -1.19, 1.20], [1.14, -2.22, 0.05], [2.35, -1.38, 1.06], [2.03, -1.45, -2.34], [3.33, -1.32, -0.98], [3.06, 0.08, -2.11], [2.77, 1.43, 0.32], [1.36, 1.92, -0.66], [0.86, 1.31, 0.81]],
  "molar_mass_g_mol": 261.1,
  "multiplicity": 1,
  "de_lowest_kcal_mol": 69.34,
  "e_lumo_ev": [-1.29, -3.88]
}